No. 1
The following is a quantum chemistry calculation of the molecule C19H24N2O2, from OMol25.

Geometry as XYZ:
```
47
Properties=species:S:1:pos:R:3:forces:R:3
C 6.9201 2.0480 -1.0990 -0.1 -0.2 0.0
C 5.8832 1.0152 -0.6741 0.0 0.3 0.0
C 4.5650 1.6744 -0.2733 0.0 -0.3 -0.1
C 3.4581 0.6714 0.0520 0.3 0.2 0.1
C 3.7202 -0.1104 1.3378 -0.3 0.0 -0.1
C 2.5564 -1.0213 1.7296 0.2 -0.1 -0.3
C 2.3369 -2.1777 0.7484 0.1 0.0 0.6
O 1.7312 -1.7855 -0.4675 -0.2 0.1 -0.3
C 0.4117 -1.4897 -0.5073 -0.3 0.1 -0.1
C -0.4894 -1.6439 0.5443 0.4 -0.1 0.1
C -1.8240 -1.3252 0.3704 -0.2 0.1 -0.3
C -2.2942 -0.8471 -0.8476 0.3 -0.1 0.0
C -3.7209 -0.5212 -1.1145 0.0 0.0 0.2
O -4.2094 -0.6144 -2.2203 -0.1 0.0 -0.1
N -4.4106 -0.0948 -0.0072 0.3 0.0 0.3
C -5.7537 0.2525 0.0985 -0.6 0.1 0.1
C -6.2223 0.7345 1.3211 0.0 -0.1 -0.2
C -7.5566 1.0723 1.4470 0.1 -0.1 -0.1
C -8.3813 0.9147 0.3428 -0.1 0.1 0.3
N -7.9461 0.4591 -0.8186 -0.5 0.1 -0.1
C -6.6752 0.1367 -0.9477 0.5 -0.2 -0.2
C -1.3913 -0.7148 -1.9042 -0.1 0.0 0.1
C -0.0621 -1.0192 -1.7373 0.2 -0.1 0.1
H 6.5620 2.6212 -1.9514 0.0 0.1 -0.1
H 7.8524 1.5630 -1.3792 0.1 0.0 0.0
H 7.1248 2.7398 -0.2846 0.1 0.1 0.1
H 6.2795 0.4388 0.1636 0.0 -0.1 0.0
H 5.7013 0.3233 -1.4997 0.0 -0.1 0.0
H 4.7335 2.3232 0.5901 0.0 0.1 0.0
H 4.2285 2.3067 -1.0986 0.0 0.1 0.0
H 3.3463 -0.0228 -0.7816 -0.1 0.0 -0.1
H 2.5141 1.2130 0.1592 -0.1 -0.1 0.0
H 4.6196 -0.7182 1.2260 0.1 0.0 0.1
H 3.8956 0.5964 2.1531 0.1 0.0 0.0
H 1.6415 -0.4287 1.7984 -0.1 0.0 0.1
H 2.7565 -1.4515 2.7134 -0.1 0.0 0.0
H 3.3018 -2.5955 0.4480 -0.1 0.0 0.1
H 1.7520 -2.9763 1.2218 0.1 0.0 -0.1
H -0.1682 -2.0236 1.5016 0.1 0.0 0.1
H -2.4994 -1.4953 1.1979 -0.1 0.0 0.1
H -3.8754 0.0288 0.8416 0.0 0.0 -0.3
H -5.5439 0.8401 2.1583 0.0 0.0 0.1
H -7.9454 1.4481 2.3809 0.0 0.0 0.1
H -9.4333 1.1619 0.3868 -0.1 0.0 0.1
H -6.3686 -0.2273 -1.9161 0.1 0.0 0.1
H -1.7627 -0.3651 -2.8552 0.0 0.0 -0.1
H 0.6415 -0.9135 -2.5476 0.1 0.0 -0.1
```
Forces are in eV/Å.

## Properties
Spin multiplicity: 1
LUMO level in eV: 0.52
HOMO energy in eV: -8.58
Kohn-Sham gap in hartree: 0.3347

***

No. 2
The following is a quantum chemistry calculation of the molecule C19H24N2O4S2 at a distorted geometry, from OMol25.

Geometry as XYZ:
```
51
Properties=species:S:1:pos:R:3:forces:R:3
C -4.0156 -0.3465 -1.9945 0.0 0.1 -0.1
C -3.8151 -1.3883 -0.9547 0.3 0.3 0.4
C -4.2169 -2.7383 -1.0697 0.0 -0.2 0.2
C -3.8885 -3.4946 0.0102 0.2 0.1 0.3
S -3.0698 -2.5898 1.2185 -0.2 0.1 -0.5
C -3.1805 -1.1561 0.2451 -0.1 -1.0 0.1
C -2.6175 0.0729 0.6924 0.0 1.2 -0.4
N -2.7155 1.2280 0.0981 -0.4 -0.7 0.0
C -1.9705 2.0885 0.8518 0.3 -0.5 1.0
C -1.7734 3.4939 0.4385 0.6 0.1 -0.2
S -0.0248 3.8248 0.0128 -0.1 0.3 -0.1
C 0.1704 2.8284 -1.5001 -0.3 0.3 0.3
C -0.0266 1.3258 -1.3680 0.0 0.2 -0.2
O -0.8286 0.7679 -2.0942 -0.1 -0.1 -0.3
N 0.7019 0.6588 -0.4476 0.0 -0.2 0.2
C 1.8566 1.1555 0.2619 0.4 0.2 -0.1
C 3.1324 0.5566 -0.3319 -0.1 -0.4 0.3
C 3.0705 -0.9774 -0.2535 -0.4 0.4 -0.5
C 1.7894 -1.4775 -0.9383 0.3 0.1 0.3
C 0.5648 -0.7806 -0.3498 -0.2 -0.3 -0.2
O 4.2271 -1.5125 -0.8765 -0.1 0.2 0.0
C 4.8004 -2.4633 -0.0071 -0.1 -0.3 0.3
C 4.3379 -1.9844 1.3699 0.5 0.0 -0.1
O 3.0775 -1.4164 1.0965 -0.3 0.0 -0.1
C -1.4426 1.4049 1.9131 -0.2 1.0 -0.5
C -0.5812 1.8182 3.0469 -0.3 -0.2 0.0
O -1.8602 0.1166 1.8137 0.0 -0.3 0.1
H -4.6632 0.4421 -1.6166 -0.1 0.1 -0.1
H -3.0596 0.1176 -2.2331 0.0 0.1 -0.1
H -4.4522 -0.7794 -2.8904 -0.1 0.0 -0.1
H -4.7307 -3.1279 -1.9306 -0.1 -0.1 -0.2
H -4.0779 -4.5368 0.1745 -0.1 -0.2 0.0
H -1.9953 4.1953 1.2424 -0.1 0.1 -0.1
H -2.3830 3.7130 -0.4365 -0.1 0.0 0.1
H 1.1755 3.0516 -1.8604 0.0 0.0 0.0
H -0.5584 3.1862 -2.2287 0.2 -0.2 0.0
H 1.8958 2.2422 0.2323 0.0 -0.2 0.1
H 1.7761 0.8351 1.3059 0.0 0.2 0.0
H 4.0031 0.9095 0.2213 0.1 0.0 0.0
H 3.2465 0.8378 -1.3790 0.0 0.1 0.0
H 1.7041 -2.5552 -0.7977 0.1 -0.1 0.0
H 1.8701 -1.2664 -2.0050 0.0 0.0 0.0
H -0.3364 -1.0722 -0.8918 0.1 0.0 0.2
H 0.4656 -1.0507 0.7059 -0.1 0.0 0.0
H 5.8815 -2.4451 -0.1419 0.0 -0.1 0.0
H 4.4126 -3.4670 -0.2267 0.1 0.1 0.0
H 4.2046 -2.7859 2.0959 0.1 0.0 0.0
H 5.0225 -1.2252 1.7727 0.0 -0.1 0.0
H 0.0248 0.9770 3.3752 0.1 0.0 0.1
H 0.0614 2.6396 2.7386 0.1 0.0 0.0
H -1.1892 2.1497 3.8897 0.0 0.0 0.1
```
Forces are in eV/Å.

## Properties
Spin multiplicity: 1
LUMO level in eV: 0.56
HOMO energy in eV: -7.59
Kohn-Sham gap in hartree: 0.2995

***

No. 3
The following is a quantum chemistry calculation of a structure of composition C19H24N2O5S at a distorted geometry, from OMol25.

Geometry as XYZ:
```
51
Properties=species:S:1:pos:R:3:forces:R:3
C -3.5872 1.8172 -1.8912 2.2 -2.7 -7.3
H -4.0914 2.1639 -2.8018 0.7 1.6 0.4
H -2.4499 1.8450 -1.9438 -1.7 0.5 0.2
H -4.0099 2.1877 -1.0794 -1.9 1.1 4.0
O -3.9507 0.4121 -2.2969 1.8 -0.3 5.5
C -3.4613 -0.3041 -1.1434 1.3 -1.1 0.7
C -2.7122 0.1414 0.0114 -3.8 -10.9 -2.6
C -2.1788 -1.0389 0.7813 0.5 5.1 2.5
C -2.5926 -2.3179 0.6827 -0.9 -2.7 3.2
C -3.4978 -2.6932 -0.3447 2.1 -2.9 2.6
C -3.6204 -1.7275 -1.1771 -5.5 3.9 -8.4
H -4.2693 -1.9727 -2.1832 1.5 0.5 2.3
H -3.9107 -3.7043 -0.6104 0.7 1.0 0.8
C -2.1711 -3.3817 1.8422 -1.7 -1.2 -6.1
N -0.8189 -3.7670 1.3894 -1.8 4.0 17.4
C 0.1074 -3.4627 2.4814 1.3 -3.8 -10.4
O -0.1869 -3.2842 3.5640 -1.2 1.5 5.9
C 1.4811 -3.7244 1.8301 -2.3 -5.3 -0.7
H 1.7902 -5.0273 1.7245 -1.6 3.8 0.3
O 1.6448 -3.2389 0.5897 0.1 -0.2 -3.5
C 1.4617 -1.9657 0.1909 0.2 1.1 12.3
C 1.3473 -0.8962 1.4474 1.1 -6.1 -11.3
C 1.1200 0.2881 1.0817 -2.5 8.5 -1.3
C 0.9953 0.7989 -0.1804 2.1 -3.5 -6.3
C 1.3495 -0.3808 -1.4924 -1.6 3.9 12.7
C 1.3439 -1.6375 -1.0271 0.2 1.0 -7.6
H 1.3225 -2.2518 -1.9030 0.1 -1.7 0.2
H 1.1980 0.0146 -2.3258 -0.9 2.7 -7.5
S 0.6298 2.5135 -0.6947 4.7 -6.3 -2.0
O 0.4382 3.1632 0.5089 -0.6 3.2 2.8
O -0.3132 2.3657 -1.6991 -3.5 0.7 -2.6
N 2.0502 2.7803 -1.7546 1.4 -4.8 10.3
H 1.7492 3.2362 -2.4298 -3.8 5.3 -8.2
C 3.0731 3.4767 -1.0620 4.2 -0.8 2.8
C 2.8343 4.9277 -0.6241 0.9 -0.5 4.3
H 3.8979 5.2446 0.0046 -3.0 -0.4 -2.4
H 2.6550 5.3674 -1.6044 -0.3 1.4 0.7
H 1.9901 5.0115 0.3504 2.1 0.0 -3.5
C 3.6147 2.6100 0.2580 -2.3 6.7 3.0
H 3.8408 1.6608 0.0524 0.8 -3.8 -0.8
H 2.6575 2.6867 1.1193 3.1 -0.4 -2.5
H 4.5609 3.1779 0.8359 -2.5 -1.5 -1.9
H 3.9758 3.5149 -1.7412 -0.9 -0.1 0.5
H 0.7905 1.1278 1.7066 0.5 -0.5 1.1
H 1.4116 -1.2855 2.2779 0.6 -3.5 8.5
H 2.1722 -3.4898 2.4586 4.7 2.2 3.9
H -0.7438 -3.9324 0.5591 1.9 -2.0 -11.6
H -2.4513 -3.0238 2.7952 1.0 0.4 1.1
H -2.7636 -4.3378 1.6570 0.0 1.3 0.4
H -1.5295 -0.5984 1.7606 -1.6 -1.9 -2.8
H -2.1931 0.9109 0.0496 3.9 7.6 0.8
```
Forces are in eV/Å.

## Properties
Spin multiplicity: 1
LUMO level in eV: -0.41
HOMO energy in eV: -8.14
Kohn-Sham gap in hartree: 0.2842